Record 1
A structure of composition C18H35IrN5O6SSb at a distorted geometry. Source: OMol25; level of theory: the ωB97M-V functional and the def2-TZVPD basis.

Atoms and positions in Å:
Ir 1.4990 -0.4185 0.7256
C 5.6339 -1.6956 1.1751
C 4.1937 -1.2624 1.3645
N 3.4327 -0.8675 0.3566
O 4.0730 -1.0033 -0.8688
C 3.6079 -1.1963 2.6211
C 4.0779 -1.6462 3.9467
N 2.2397 -0.9032 2.4291
O 1.5526 -1.3309 3.3792
H 5.6410 -2.6343 0.6060
H 6.1097 -1.8840 2.1363
H 6.2500 -0.9521 0.6361
H 3.4180 -0.6854 -1.5007
H 5.1129 -1.4407 4.0656
H 3.8735 -2.7131 3.9788
H 3.5730 -1.1590 4.7818
C -6.5954 -3.6713 -3.5695
C -5.2156 -3.2114 -3.1210
S -4.9553 -1.3794 -3.1071
O -6.0941 -0.7857 -2.4228
O -4.7008 -1.0291 -4.4693
C -3.5428 -1.0701 -2.0194
C -3.6893 -1.4849 -0.5243
N -2.5328 -0.9789 0.2339
C -1.2234 -1.2445 0.0412
N -0.4590 -0.5492 0.9465
C -1.3117 -0.0866 1.9042
C -2.5737 -0.3850 1.5046
N -3.7393 -0.2319 2.2646
O -4.8906 -0.6614 1.9383
O -3.5561 0.1777 3.4025
C -0.6423 -1.7990 -1.1931
H -6.6846 -4.7496 -3.7349
H -6.8615 -3.2686 -4.5293
H -7.3928 -3.3747 -2.8472
H -4.4136 -3.5602 -3.7570
H -5.0510 -3.5726 -2.0734
H -3.1346 -0.0568 -2.2091
H -2.8053 -1.7767 -2.5380
H -3.7717 -2.5848 -0.4416
H -4.6231 -1.1045 -0.0328
H -0.9490 0.2572 2.8505
H 0.2366 -1.2662 -1.4886
H -1.3986 -1.6798 -2.0708
H -0.4263 -2.8554 -0.9856
C 0.3343 3.4105 2.5048
C 0.9144 3.8335 1.1588
Sb 1.7684 2.1709 0.0843
C 3.8835 3.1141 -0.1837
C 4.8560 3.2291 0.9812
C 1.0986 2.9578 -1.9746
C -0.3103 2.4434 -2.0966
H 0.1042 4.2315 3.1697
H 1.0744 2.7087 3.0111
H -0.6653 2.8907 2.4297
H 1.6570 4.6643 1.2316
H 0.2256 4.2001 0.3809
H 3.5646 4.1359 -0.5115
H 4.1297 2.4748 -0.9982
H 5.9163 3.4985 0.7132
H 4.7983 2.3082 1.5944
H 4.5078 4.0951 1.5874
H 1.8019 2.5650 -2.7341
H 1.1388 4.0587 -1.7817
H -0.7152 2.1823 -1.1209
H -0.2875 1.5079 -2.6933
H -1.0863 3.0949 -2.5371

Force components x, y, z for each atom (eV/Å):
Ir 0.635 1.258 -1.587
C -0.214 0.174 -0.227
C 2.791 0.212 -0.090
N 0.666 -1.084 -0.775
O -0.441 0.514 0.810
C -1.077 -0.229 -0.707
C -0.526 0.248 -0.281
N 0.517 0.000 3.254
O -1.171 0.012 0.352
H 0.084 0.231 -0.012
H -0.155 0.017 -0.054
H -0.486 -0.319 0.111
H 0.007 -0.022 -0.347
H 1.024 -0.136 -0.058
H 0.188 -0.286 0.376
H -0.285 -0.079 -0.302
C -0.965 0.490 0.334
C 0.597 0.098 1.478
S -3.538 -0.591 0.788
O 0.975 -0.251 -0.230
O 1.016 0.428 0.097
C 1.473 -1.591 -1.112
C -1.239 0.073 -0.975
N 0.973 -1.049 2.009
C 0.056 2.834 -1.083
N -2.052 -1.804 -0.629
C -0.196 -0.423 0.259
C 0.185 0.241 -1.503
N -4.182 -1.084 2.849
O 3.148 1.027 -0.565
O 0.599 0.402 -0.905
C -1.872 -0.828 -1.271
H 0.532 0.058 0.442
H -0.066 0.519 -0.440
H 0.727 -0.153 -0.502
H 0.162 -0.290 -0.190
H 0.066 0.295 -0.754
H -0.680 -0.364 0.237
H -1.188 0.938 0.649
H 0.382 0.499 0.055
H 1.009 -0.040 -0.712
H -0.146 0.387 0.194
H 0.685 0.218 -0.034
H 1.938 -0.536 1.863
H 0.092 0.096 -0.553
C -0.382 -1.347 0.331
C -0.295 0.396 -0.252
Sb 1.876 2.582 -1.713
C -1.422 0.357 0.508
C -0.272 0.344 0.596
C 0.616 -0.081 1.473
C -0.988 -0.952 -0.690
H 0.354 0.385 0.107
H -1.037 0.933 -0.295
H 1.115 0.219 -0.244
H -0.088 -1.027 0.069
H -0.344 -0.127 0.663
H 0.137 -1.030 -0.126
H 0.837 -0.115 -0.754
H -1.081 -0.611 -0.095
H 0.513 0.579 -0.154
H 0.262 -0.744 -0.037
H -0.427 0.680 0.405
H 0.363 -0.925 -0.405
H -0.303 -0.072 0.148
H -0.230 0.432 0.307
H 0.749 0.015 -0.096

HOMO (alpha / beta)   -13.925 / -14.733 eV
Net charge   +2
Spin multiplicity   5
Energy relative to the best compared isomer or geometry (same formula, charge and spin)   70.7 kJ/mol
<S²>   6.05
HOMO-LUMO gap (alpha / beta)   6.35 / 5.02 eV

=====

Record 2
A cluster of 9 separate species, C18H36Br18 in total at a distorted geometry. Source: OMol25; level of theory: the ωB97M-V functional and the def2-TZVPD basis.

Atoms and positions in Å:
Br 1.1772 -4.9460 3.9974
C 0.9684 -4.0759 2.2849
C -0.4826 -3.7589 2.0481
Br -0.6171 -2.4944 0.5712
H 1.4135 -4.6761 1.4983
H 1.5301 -3.1492 2.3820
H -0.8919 -3.2088 2.8827
H -1.0280 -4.6595 1.7920
Br 2.6811 1.7314 -2.3852
C 3.8672 2.6071 -3.6434
C 3.2051 2.6314 -4.9962
Br 4.2441 3.6986 -6.2244
H 4.8326 2.1128 -3.6253
H 4.0225 3.6233 -3.2866
H 2.2068 3.0510 -4.9403
H 3.1369 1.6254 -5.4036
Br -4.6656 -3.1128 -0.7080
C -3.5306 -2.1908 -2.0101
C -4.3493 -1.8951 -3.2332
Br -3.4028 -0.6435 -4.4046
H -2.6549 -2.8106 -2.1577
H -3.2577 -1.2639 -1.5174
H -5.2892 -1.4345 -2.9545
H -4.5018 -2.7743 -3.8493
Br -1.2919 4.9972 2.2567
C -1.8679 4.0167 3.8185
C -2.1393 2.5844 3.4548
Br -3.3230 1.7595 4.7422
H -2.7815 4.4911 4.1578
H -1.1004 4.0657 4.5835
H -1.2399 1.9727 3.4235
H -2.6062 2.4959 2.4754
Br 3.5561 -2.1606 3.8592
C 3.2736 -0.5004 4.8147
C 4.2105 0.5379 4.2703
Br 4.2508 2.1294 5.3787
H 3.3812 -0.6824 5.8811
H 2.2260 -0.2383 4.6828
H 3.9043 0.8701 3.2788
H 5.2284 0.1826 4.1404
Br -3.5914 -3.4820 3.6713
C -3.5651 -1.8282 2.6643
C -4.9427 -1.2937 2.4558
Br -4.6977 0.4340 1.6071
H -3.0491 -1.9982 1.7233
H -2.9576 -1.1223 3.2277
H -5.4036 -1.0982 3.4174
H -5.5177 -1.9246 1.7905
Br 1.1846 0.8561 2.1837
C 0.4652 0.7703 0.3841
C -0.9372 1.2622 0.4121
Br -1.7226 1.0321 -1.3450
H 0.5490 -0.2501 0.0182
H 1.1136 1.3473 -0.2710
H -1.0419 2.2619 0.8278
H -1.5636 0.6274 1.0413
Br 2.8393 -1.6429 -1.2304
C 4.3832 -2.2388 -2.2323
C 5.3309 -2.9818 -1.3197
Br 7.0315 -3.2107 -2.2103
H 4.8573 -1.3702 -2.6774
H 4.0211 -2.8780 -3.0330
H 4.9437 -3.9381 -0.9846
H 5.5119 -2.3847 -0.4280
Br -3.5230 2.3669 -6.1379
C -2.6483 3.3134 -4.6544
C -1.2389 2.8267 -4.5532
Br -0.2145 4.0316 -3.4158
H -3.2346 3.0272 -3.7880
H -2.7579 4.3649 -4.8855
H -0.6964 2.7761 -5.4904
H -1.2220 1.8366 -4.1030

Force components x, y, z for each atom (eV/Å):
Br -0.102 -0.360 0.009
C 0.285 0.755 -0.072
C 0.445 -0.069 -0.014
Br -0.082 -0.258 -0.338
H -0.055 -0.189 0.077
H 0.031 -0.090 -0.085
H -0.208 -0.277 0.155
H -0.389 0.187 0.061
Br 0.207 -0.076 -0.071
C 0.070 0.769 0.054
C -0.083 -0.575 0.094
Br 0.091 0.075 -0.110
H -0.092 -0.250 -0.106
H -0.116 -0.042 0.099
H 0.025 0.171 0.008
H 0.024 0.056 -0.114
Br 0.084 -0.174 -0.098
C -0.161 0.389 0.448
C 0.277 -0.237 -0.266
Br -0.088 -0.120 0.255
H 0.001 -0.036 -0.178
H 0.135 -0.057 0.057
H -0.049 0.071 -0.150
H -0.210 -0.050 0.078
Br 0.231 0.054 -0.105
C -0.255 -0.199 0.304
C 0.149 -0.442 -0.602
Br 0.021 -0.035 0.256
H 0.048 0.148 0.051
H 0.032 0.271 -0.015
H 0.037 0.130 0.121
H -0.286 0.046 0.183
Br 0.144 0.026 0.071
C -0.423 0.100 0.397
C 0.204 0.215 -0.723
Br -0.060 -0.055 0.071
H 0.413 -0.150 -0.079
H 0.061 0.089 -0.240
H -0.174 -0.018 0.121
H 0.043 -0.077 0.450
Br -0.201 -0.135 0.032
C 0.765 0.239 -0.085
C 0.303 0.152 0.317
Br -0.235 0.122 -0.449
H -0.165 -0.258 -0.018
H -0.088 -0.065 0.189
H -0.361 -0.074 -0.115
H -0.256 0.095 0.083
Br 0.069 -0.095 -0.045
C 0.687 -0.054 -0.604
C -0.759 -0.473 0.663
Br 0.016 0.313 -0.080
H -0.140 -0.012 0.376
H -0.063 0.368 0.306
H 0.102 0.263 -0.651
H 0.145 -0.115 0.008
Br -0.134 -0.261 0.183
C 0.137 -0.313 -0.340
C -0.237 0.568 0.510
Br 0.037 -0.186 -0.034
H -0.044 0.136 0.138
H -0.059 0.019 0.018
H 0.059 -0.154 -0.264
H 0.184 -0.009 -0.066
Br 0.086 0.189 -0.067
C -0.548 -0.280 -0.464
C 0.380 -0.251 0.139
Br -0.071 -0.001 0.077
H 0.073 0.221 0.159
H 0.125 0.070 0.077
H -0.182 0.201 -0.159
H 0.150 0.063 0.108

HOMO   -9.964 eV
SMILES   BrCCBr.BrCCBr.BrCCBr.BrCCBr.BrCCBr.BrCCBr.BrCCBr.BrCCBr.BrCCBr
Spin multiplicity   1
Energy relative to the best compared isomer or geometry (same formula, charge and spin)   18.4 kJ/mol
HOMO-LUMO gap   10.12 eV

=====

Record 3
A cluster of 3 separate species, C18H36Cl4O7S in total. Source: OMol25; level of theory: the ωB97M-V functional and the def2-TZVPD basis.

Atoms and positions in Å:
C -1.5366 6.1270 2.4248
C -3.0200 5.9223 2.0866
O -3.2623 4.7405 1.3582
C -3.1560 3.5505 2.1170
C -2.0825 2.6303 1.5391
O -2.5936 1.3208 1.4395
C -1.5820 0.3448 1.2681
C -2.2091 -0.8726 0.5946
O -1.2766 -1.5319 -0.2354
C -0.5502 -2.5552 0.4004
C 0.8973 -2.7093 -0.1116
C 0.9527 -3.5625 -1.3931
C 0.1226 -3.1069 -2.5900
C 0.9129 -2.3277 -3.6251
O -0.3570 -4.3364 -3.1850
C 1.6950 -3.4852 0.9963
C 2.7820 -2.6730 1.7011
C 2.1963 -1.3398 2.1025
O 2.0362 -0.4661 0.9595
S 1.7355 -1.1287 -0.4583
O 2.9908 -1.4914 -1.0508
O 0.9077 -0.1967 -1.1453
H -1.0742 6.7714 1.6797
H -1.3891 6.5761 3.4035
H -1.0122 5.1726 2.3787
H -3.3662 6.7416 1.4585
H -3.6250 5.9579 2.9987
H -4.1102 3.0193 2.0756
H -2.9603 3.7792 3.1665
H -1.8082 3.0262 0.5563
H -1.1837 2.6526 2.1659
H -0.7587 0.7193 0.6588
H -1.1985 0.0748 2.2615
H -3.0295 -0.5252 -0.0318
H -2.6337 -1.5524 1.3382
H -1.0514 -3.5136 0.2122
H -0.5483 -2.4018 1.4818
H 0.5775 -4.5377 -1.0767
H 1.9924 -3.7056 -1.6868
H -0.7500 -2.5396 -2.2662
H 1.3540 -1.4223 -3.2186
H 0.2475 -2.0419 -4.4415
H 1.7178 -2.9550 -4.0108
H -0.3891 -4.2011 -4.1300
H 2.1326 -4.3766 0.5506
H 0.9890 -3.8095 1.7609
H 3.0943 -3.1970 2.6052
H 3.6406 -2.5407 1.0481
H 2.8459 -0.8048 2.7914
H 1.2185 -1.4652 2.5699
Cl 1.9441 -7.2965 -3.1766
C 0.1747 -7.5026 -3.0949
C -0.3833 -8.1405 -4.3427
Cl -0.2602 -7.0484 -5.7445
H -0.2603 -6.5196 -2.9266
H -0.0320 -8.1413 -2.2374
H -1.4407 -8.3533 -4.1969
H 0.1328 -9.0639 -4.5915
Cl 0.2518 9.9880 1.4014
C 1.9544 9.5535 1.0984
C 2.1356 8.0672 0.9346
Cl 1.8423 7.1876 2.4558
H 2.5457 9.9349 1.9263
H 2.2559 10.0609 0.1838
H 3.1586 7.8522 0.6317
H 1.4557 7.6681 0.1862

Force components x, y, z for each atom (eV/Å):
C -0.210 -0.052 -0.406
C 0.235 0.377 0.241
O -0.079 -0.018 -0.042
C -0.135 -0.168 -0.074
C 0.034 0.395 0.115
O -0.021 -0.111 0.021
C -0.251 -0.024 0.276
C -0.069 0.279 -0.003
O -0.039 -0.316 -0.020
C -0.119 0.316 -0.135
C 0.088 -0.164 0.410
C -0.056 0.258 0.080
C -0.049 -0.427 -0.179
C -0.063 -0.034 0.073
O 0.066 0.214 0.352
C 0.289 0.124 -0.270
C -0.450 -0.185 0.073
C 0.487 0.136 0.018
O -0.528 -0.212 0.099
S 0.312 -0.032 -0.269
O 0.024 -0.063 0.094
O -0.016 0.129 -0.002
H 0.109 0.029 0.031
H 0.028 0.027 0.061
H 0.043 -0.025 0.193
H -0.069 -0.033 -0.066
H -0.078 -0.193 0.028
H -0.023 -0.016 -0.068
H 0.053 0.024 0.043
H 0.019 -0.118 -0.089
H 0.052 -0.105 0.032
H -0.006 -0.018 -0.165
H 0.236 0.046 -0.028
H 0.060 0.014 -0.104
H -0.023 -0.107 -0.006
H 0.087 -0.140 0.115
H 0.064 0.114 0.063
H -0.083 -0.037 -0.072
H 0.034 -0.004 -0.021
H 0.054 0.124 0.074
H -0.057 0.039 0.021
H 0.048 0.035 -0.089
H 0.021 -0.031 -0.053
H -0.087 -0.074 -0.420
H -0.003 -0.043 0.002
H -0.135 -0.127 -0.066
H 0.072 -0.043 -0.029
H 0.123 0.102 0.109
H -0.018 0.118 -0.060
H -0.033 0.019 0.072
Cl 0.026 0.024 0.009
C -0.145 -0.029 0.094
C -0.008 -0.005 0.140
Cl 0.002 0.033 -0.127
H 0.084 -0.013 -0.038
H 0.023 -0.054 -0.021
H -0.009 0.025 0.006
H 0.048 0.030 -0.038
Cl -0.010 0.006 0.011
C 0.037 0.047 -0.025
C 0.015 -0.046 -0.068
Cl 0.058 -0.018 0.038
H -0.026 -0.008 0.032
H -0.018 -0.015 -0.018
H 0.015 0.023 0.024
H -0.030 -0.005 0.021

HOMO   -9.497 eV
SMILES   CCOCCOCCOC[C@]1(C[C@@H](C)O)CCCOS1(=O)=O.ClCCCl.ClCCCl
Spin multiplicity   1
HOMO-LUMO gap   9.99 eV

=====

Record 4
A structure of composition C18H36ClNNbO6 at a distorted geometry. Source: OMol25; level of theory: the ωB97M-V functional and the def2-TZVPD basis.

Atoms and positions in Å:
C -7.5354 -0.1345 -0.6875
C -6.2536 0.0995 -1.4491
O -6.2223 0.7325 -2.4948
N -5.1133 -0.4969 -0.8486
C -4.4194 0.4943 0.0117
C -3.2305 -0.1445 0.7407
C -1.8558 0.3896 0.2801
C -0.7880 0.3277 1.3822
Nb 1.3425 0.3171 0.6010
Cl 0.7618 -1.1508 -1.2941
C 1.8421 -1.4102 2.0270
C 2.5276 -2.5757 1.2399
C 3.5294 -3.3604 2.1062
O 4.8785 -2.9485 1.8824
C 2.0413 1.7277 2.2310
C 3.5177 2.1053 2.0652
C 4.0077 3.1112 3.1254
C 4.1504 4.5239 2.5980
O 5.1466 4.5294 1.5615
C 5.7435 5.6956 1.3144
O 5.9602 6.5798 2.1114
H -8.1879 0.7258 -0.7855
H -8.0276 -0.9941 -1.1326
H -7.3170 -0.3358 0.3540
H -4.4826 -0.7882 -1.5900
H -4.1049 1.3317 -0.6104
H -5.1366 0.8517 0.7489
H -3.3374 -0.0761 1.8183
H -3.2633 -1.2002 0.4798
H -1.9745 1.4205 -0.0465
H -1.5766 -0.2067 -0.5836
H -0.8939 1.2218 2.0044
H -0.9467 -0.5231 2.0438
H 3.1167 0.1832 0.1162
H 1.1806 1.8517 -0.3973
H 2.5429 -1.1351 2.8131
H 0.9255 -1.8171 2.4509
H 1.7722 -3.2440 0.8412
H 3.1266 -2.1331 0.4500
H 3.3206 -3.1668 3.1545
H 3.4223 -4.4373 1.9538
H 5.2012 -3.4583 1.1440
H 1.4641 2.6496 2.1380
H 1.9020 1.2758 3.2116
H 3.6804 2.5021 1.0671
H 4.1404 1.2171 2.1176
H 3.3537 3.1233 3.9937
H 4.9989 2.8058 3.4626
H 3.2016 4.8615 2.1855
H 4.4400 5.1799 3.4117
H 6.0450 5.7894 0.2657
O -3.4342 -1.8920 -2.9828
C -2.5429 -2.3101 -3.6602
O -1.8600 -3.4387 -3.3605
C -0.7828 -3.6277 -4.2942
C -1.1841 -2.8373 -5.5335
C -1.9821 -1.6881 -4.9229
H 0.1349 -3.2463 -3.8423
H -0.6678 -4.6912 -4.4909
H -0.3314 -2.5218 -6.1314
H -1.8350 -3.4438 -6.1663
H -1.3454 -0.8504 -4.6351
H -2.7861 -1.3398 -5.5646

Force components x, y, z for each atom (eV/Å):
C 0.231 0.462 -0.066
C 0.208 0.487 -0.635
O -0.087 -0.816 0.783
N -0.287 0.196 -0.289
C -0.115 -0.581 0.242
C 0.163 -0.017 -0.682
C -0.390 -0.196 0.556
C 0.362 0.092 -0.115
Nb -1.607 -1.031 -0.483
Cl 0.218 0.376 0.235
C 0.923 -0.021 -0.747
C 0.310 0.526 0.833
C -0.433 0.141 -0.086
O -0.017 -0.112 0.412
C 0.371 -0.202 -1.114
C -0.186 -0.027 0.445
C 0.522 -0.082 -0.618
C -0.244 -0.547 0.957
O -0.183 0.542 -0.553
C 0.288 0.550 0.649
O -0.375 -0.478 -0.410
H -0.142 0.089 -0.040
H -0.048 -0.203 0.023
H -0.057 -0.135 0.157
H 0.122 0.130 -0.073
H 0.092 0.242 0.072
H -0.196 0.184 -0.028
H -0.028 0.184 0.175
H -0.008 -0.239 0.269
H 0.102 0.162 -0.126
H 0.120 0.109 -0.232
H 0.030 0.062 0.188
H -0.103 -0.193 0.034
H 0.201 -0.183 0.233
H 0.521 0.494 0.224
H -0.126 0.176 0.286
H -0.167 0.252 0.332
H -0.075 -0.054 -0.322
H -0.067 -0.239 -0.457
H 0.045 -0.005 0.194
H 0.127 -0.158 -0.089
H 0.180 -0.013 -0.363
H -0.307 0.022 0.208
H -0.265 -0.035 0.151
H 0.062 0.123 -0.134
H -0.003 -0.198 -0.003
H -0.152 0.007 0.100
H 0.105 0.015 0.222
H -0.011 0.160 -0.281
H 0.157 0.280 -0.070
H 0.143 -0.330 -0.079
O -0.127 -0.172 0.092
C 0.235 0.244 0.042
O -0.117 -0.009 -0.095
C 0.189 0.026 -0.089
C -0.032 0.091 -0.028
C 0.085 -0.362 -0.221
H -0.034 0.033 0.046
H -0.090 -0.038 0.144
H 0.041 0.009 0.065
H 0.008 -0.012 0.002
H -0.044 0.043 0.038
H -0.039 0.179 0.120

HOMO   -4.671 eV
Net charge   -1
Spin multiplicity   1
Energy relative to the best compared isomer or geometry (same formula, charge and spin)   79.4 kJ/mol
HOMO-LUMO gap   7.28 eV